1.
Below is a 2-piece molecular cluster, C2H4N2O2S overall at a distorted geometry, with properties calculated with the ωB97M-V functional and the def2-TZVPD basis.

The geometry in XYZ format:
```
11
Properties=species:S:1:pos:R:3:forces:R:3:mulliken_charge:R:1
C 1.01168 0.01183 0.50028 0.54 3.16 -1.73 -0.065
C 1.00371 1.32043 -0.20462 0.72 -1.75 0.91 -0.124
N 2.08856 0.71607 -0.36114 -0.21 0.26 0.18 -0.507
N 0.38167 -1.06789 -0.11604 -0.47 -0.99 -1.30 -0.641
O -2.89899 -1.12869 -0.58236 0.50 0.80 0.82 -0.410
O -2.23966 0.98315 0.57565 0.00 -0.70 -0.30 -0.396
S -2.32941 -0.45673 0.56741 -0.56 -0.23 -0.46 0.773
H 1.26465 -0.00528 1.52906 -0.10 -0.42 0.80 0.475
H 0.50606 2.18574 -0.55811 -0.42 0.72 -0.17 0.351
H 0.08058 -0.82241 -1.08848 0.31 -0.15 1.23 0.297
H 1.13113 -1.73622 -0.26165 -0.32 -0.71 0.02 0.247
```
Positions in Å, forces in eV/Å.

Summary:
LUMO energy (hartree): -0.02659
Total charge: 0
ΔE to the lowest compared entry with this formula, charge and spin (kcal per mole): 66.13
HOMO energy (eV): -9.70
Gap between HOMO and LUMO (eV): 8.9742

=====

2.
Below is a 2-piece molecular cluster, H2NO4P overall at a distorted geometry, with properties calculated with the ωB97M-V functional and the def2-TZVPD basis.

The geometry in XYZ format:
```
8
Properties=species:S:1:pos:R:3:forces:R:3:mulliken_charge:R:1
N 0.60988 -0.79753 -1.57471 -1.90 0.18 -0.81 -0.592
O -1.49483 0.39930 2.49903 -0.19 -0.81 1.14 -1.195
O 0.19661 1.65389 -0.47758 -0.25 -0.48 0.73 -0.724
O -1.84861 0.23490 -1.18409 -2.73 0.06 -0.55 -0.667
O 0.12955 -1.09106 -0.18874 -1.23 0.74 1.64 -0.303
P -0.50836 0.35070 -0.67246 4.10 -1.55 -1.20 1.022
H 1.51399 -0.54647 -1.30743 2.09 0.93 -0.10 0.231
H -1.38254 0.98514 1.77094 0.11 0.93 -0.85 0.228
```
Positions in Å, forces in eV/Å.

Summary:
LUMO energy (hartree): 0.26840
Total charge: -2
ΔE to the lowest compared entry with this formula, charge and spin (kcal per mole): 57.18
HOMO energy (eV): 1.10
Gap between HOMO and LUMO (eV): 6.2028

=====

3.
Below is a 2-piece molecular cluster, C5H8O overall at a distorted geometry, with properties calculated with the ωB97M-V functional and the def2-TZVPD basis.

The geometry in XYZ format:
```
14
Properties=species:S:1:pos:R:3:forces:R:3:mulliken_charge:R:1
C -0.55648 -0.48891 -0.53458 0.19 0.22 -1.05 0.257
C 0.58430 -0.01398 -0.82245 2.51 1.62 2.35 0.278
C 0.27977 -1.08096 -1.76403 1.44 -0.74 0.55 -0.599
C -1.90493 -0.46556 -0.02416 -0.91 0.57 2.19 -0.926
C 1.53962 1.26092 1.45479 -1.56 -1.68 -0.29 -0.552
O 2.03711 0.90500 0.22068 -1.06 -1.66 -3.22 -0.460
H 0.93581 -1.97989 -1.61100 -1.23 0.32 -0.37 0.176
H -0.18818 -0.95538 -2.73513 0.49 0.30 -0.22 0.255
H -2.77362 -0.64213 -0.68879 0.94 0.08 -0.10 0.336
H -1.96745 0.59997 0.37999 -0.44 -1.47 -0.16 0.244
H -1.98929 -1.20647 0.81768 -0.15 0.82 -0.56 0.265
H 0.69884 0.57634 1.61406 0.21 -0.29 1.14 0.161
H 1.05939 2.17387 1.41225 -0.89 2.53 -0.08 0.278
H 2.24513 1.31719 2.28067 0.46 -0.63 -0.18 0.288
```
Positions in Å, forces in eV/Å.

Summary:
LUMO energy (spin up / spin down) (hartree): -0.01453 / -0.01452
Total charge: 0
ΔE to the lowest compared entry with this formula, charge and spin (kcal per mole): 158.86
HOMO energy (spin up / spin down) (eV): -8.99 / -8.99
Gap between HOMO and LUMO (spin up / spin down) (eV): 8.5979 / 8.5930

=====

4.
Below is C30H60P2PmSi2 as an isolated structure at a distorted geometry, with properties calculated with the ωB97M-V functional and the def2-TZVPD basis.

The geometry in XYZ format:
```
95
Properties=species:S:1:pos:R:3:forces:R:3:mulliken_spin:R:1
Pm 0.13859 -0.57183 -0.68789 2.50 7.62 2.40 3.950
C 1.03358 2.60746 -1.57261 -0.55 -0.47 0.38 -0.004
C -0.39415 2.51816 -1.44875 0.63 -0.89 0.66 0.002
C 0.47574 3.36303 0.51702 -0.23 -0.55 -1.34 -0.009
C 1.55800 3.12283 -0.36594 -1.27 -0.15 -0.06 -0.006
C -0.72744 2.97338 -0.13650 1.13 -0.21 -0.13 -0.020
C 1.82551 2.35499 -2.79436 0.26 0.40 -0.78 -0.009
H 1.31543 1.64360 -3.46455 0.22 0.57 0.12 0.006
H 2.80366 1.91940 -2.54854 -0.05 0.01 -0.17 0.001
H 2.01749 3.28228 -3.36933 -0.02 -0.34 0.11 -0.004
C 2.96476 3.51024 -0.13595 0.50 0.03 0.13 0.004
H 3.54099 3.42638 -1.05932 0.10 0.06 0.07 0.000
H 3.44841 2.88422 0.62057 0.08 0.18 -0.18 -0.002
H 3.03539 4.55016 0.20645 0.06 -0.12 -0.02 -0.001
C 0.60280 4.04363 1.81725 0.21 0.28 0.67 -0.004
H 1.14228 4.99936 1.70585 -0.17 -0.20 0.07 0.000
H 1.17219 3.44300 2.54178 -0.20 0.28 -0.21 0.000
H -0.37931 4.26725 2.25029 0.21 -0.02 0.05 0.000
C -2.10667 3.19986 0.34332 -0.64 0.42 0.08 0.010
H -2.52785 4.13555 -0.06734 0.03 -0.25 0.11 -0.002
H -2.16034 3.28102 1.43431 -0.07 0.03 -0.24 0.000
H -2.77502 2.38848 0.02881 -0.02 0.19 0.10 -0.002
C -1.37631 2.22734 -2.53922 -0.30 0.11 -0.29 -0.009
H -1.97545 3.12187 -2.82142 0.23 -0.50 0.07 -0.001
H -2.09834 1.44310 -2.23413 -0.09 0.22 -0.24 0.003
H -0.87219 1.87072 -3.45434 -0.18 0.10 0.23 0.000
C -0.39751 -2.68573 -0.96162 -1.73 -2.50 0.00 -0.301
C 0.26596 -2.34999 -2.22399 2.16 -2.02 -4.11 -0.022
C -0.57577 -2.90937 -3.41804 0.82 -0.74 -0.23 0.008
C -2.09277 -2.61285 -3.28541 -0.71 -0.19 -1.03 0.057
C -2.39999 -1.88606 -2.02577 -0.26 0.25 0.44 0.514
C -3.22604 -2.57126 -1.00859 -1.87 -1.61 0.64 0.047
C -2.63132 -3.97250 -0.69164 -0.91 -0.68 0.40 -0.001
C -1.11856 -4.00026 -0.88415 0.65 -0.43 0.60 0.032
H -0.36971 -3.97782 -3.44357 -0.42 -0.22 0.00 -0.008
H -2.75200 -3.50303 -3.47905 0.88 0.41 0.69 0.013
H -0.25387 -2.60582 -4.42736 0.08 0.16 0.65 -0.004
H -0.79939 -4.59789 -1.72521 -0.45 -0.23 -0.34 -0.012
H 0.19913 -2.60553 -0.02064 -0.12 -0.11 -0.37 0.032
H 1.30684 -2.78014 -2.21622 -0.84 -0.23 -0.18 -0.002
H -0.70311 -4.55091 -0.05066 0.18 -0.06 0.40 0.002
H -2.92581 -4.31664 0.33785 0.37 0.44 -0.83 0.001
H -4.25555 -2.72907 -1.33064 -0.12 -0.22 -0.78 0.004
H -3.06902 -4.75682 -1.34565 0.05 0.69 0.24 0.002
H -2.40609 -1.98949 -4.14343 0.34 0.14 0.40 -0.004
H -2.50388 -0.80519 -2.11268 0.11 -0.04 -0.03 -0.016
P 1.45265 -0.73709 -3.52714 -0.76 0.63 1.34 -0.039
C 2.85159 -1.78196 -3.99834 0.03 -0.86 -0.01 -0.004
C 0.65767 -0.45511 -5.18175 0.33 -0.19 -0.38 -0.001
P -3.53736 -1.59913 0.55718 5.00 2.10 -0.43 0.021
C -1.81571 -0.98336 0.46065 -0.44 0.27 1.18 -0.258
C -4.14841 0.06405 0.27429 -1.55 0.27 -0.28 -0.012
C -3.65191 -2.14937 2.30738 -0.74 -0.53 0.55 0.000
H 3.47070 -2.06451 -3.13242 -0.24 0.24 -0.27 0.000
H 3.44118 -1.12202 -4.65060 -0.02 -0.13 0.08 0.001
H 2.59884 -2.69831 -4.56967 0.01 0.48 0.21 -0.001
H -0.40929 -0.71107 -5.28420 0.39 0.15 0.27 0.001
H 1.23547 -1.05973 -5.91761 -0.51 0.50 0.32 -0.001
H 0.77186 0.63418 -5.41211 -0.05 -0.84 0.21 -0.001
H -3.64230 -3.24319 2.47361 -0.04 0.53 -0.36 0.000
H -4.57470 -1.74958 2.77388 0.35 -0.26 -0.45 0.000
H -2.80350 -1.70884 2.87021 -0.34 -0.20 -0.70 0.000
H -1.33379 -0.78884 1.43069 -0.37 0.51 -0.27 -0.056
H -1.81290 -0.03667 -0.20755 -0.87 -0.72 1.42 0.104
H -3.96057 0.60743 1.20172 0.09 0.02 -0.05 0.001
H -5.17632 0.19342 -0.01542 -0.71 -0.13 0.14 -0.003
H -3.56885 0.51808 -0.53113 -0.03 -0.21 0.18 0.011
C 3.47744 -1.62021 2.76389 0.35 0.15 -0.39 0.000
Si 2.75151 -0.13102 1.84856 -0.67 -0.05 0.93 -0.008
C 3.63936 1.35430 2.61941 0.04 0.06 -0.08 0.000
C 3.27937 -0.18647 0.01950 0.32 0.15 -0.12 0.014
C 0.90353 -0.22574 2.05459 0.04 -0.34 -0.86 -0.001
Si 0.15408 0.55389 3.62060 0.37 -0.25 -0.48 0.003
C 0.90427 2.04305 4.54243 0.19 0.22 0.06 0.000
C -1.62347 1.11477 3.30894 -0.41 0.06 0.22 -0.005
C 0.21972 -0.79427 4.94128 -0.37 -0.04 0.07 -0.001
H 4.56165 -1.47729 2.87783 -0.17 -0.29 0.05 0.000
H 3.29266 -2.54708 2.20486 0.09 0.02 0.20 0.000
H 3.02217 -1.70848 3.76123 0.14 0.05 -0.32 0.000
H 4.66248 1.40964 2.21529 -0.22 0.01 0.09 0.000
H 3.15971 2.32519 2.44817 0.09 -0.29 0.06 0.000
H 3.73033 1.21769 3.70603 -0.03 -0.06 -0.24 0.000
H 3.13535 -1.16486 -0.47129 0.01 0.01 0.03 0.001
H 2.81434 0.61288 -0.58584 0.03 -0.12 0.16 -0.009
H 4.36549 0.02190 -0.00256 -0.36 -0.21 -0.18 -0.001
H 0.69295 -1.32915 2.17122 0.27 0.51 0.31 -0.002
H 0.28611 2.94892 4.44289 0.19 -0.34 -0.08 0.000
H 0.92013 1.80532 5.61884 -0.03 -0.08 -0.31 0.000
H 1.93061 2.31030 4.27123 -0.27 -0.04 0.07 0.000
H -2.34208 0.28432 3.28029 0.05 0.12 -0.02 -0.001
H -1.96369 1.79898 4.10445 0.10 -0.24 -0.19 0.000
H -1.68991 1.65892 2.35827 0.12 -0.23 0.21 0.005
H -0.25566 -1.71827 4.58409 0.11 0.04 0.15 0.000
H 1.25930 -1.02605 5.21745 -0.28 0.07 -0.11 0.000
H -0.30545 -0.45868 5.84768 0.12 -0.16 -0.13 0.000
```
Positions in Å, forces in eV/Å.

Summary:
LUMO energy (spin up / spin down) (hartree): -0.16561 / -0.15046
Total charge: +1
Spin multiplicity: 5
ΔE to the lowest compared entry with this formula, charge and spin (kcal per mole): 259.63
HOMO energy (spin up / spin down) (eV): -8.22 / -8.31
Gap between HOMO and LUMO (spin up / spin down) (eV): 3.7104 / 4.2138

=====

5.
Below is C6H14N2O2Rb as an isolated structure at a distorted geometry, with properties calculated with the ωB97M-V functional and the def2-TZVPD basis.

The geometry in XYZ format:
```
25
Properties=species:S:1:pos:R:3:forces:R:3:mulliken_charge:R:1
Rb 0.14797 0.96998 1.11740 -3.03 4.80 12.90 0.854
C -1.03697 0.30526 -1.02405 -4.74 2.47 -1.56 0.527
O -0.08335 1.05473 -0.71278 -8.30 7.78 -13.56 -0.976
N -2.32034 0.41175 -0.49314 0.97 1.42 0.47 0.120
C -3.30847 -0.54930 -0.84545 -0.72 -1.69 -1.45 -1.037
C -2.82183 1.59794 0.26080 1.80 -0.59 0.39 -0.861
H -0.99507 -0.54192 -1.72600 -0.96 1.06 -0.03 0.219
H -2.87728 -1.26547 -1.54493 0.32 -0.21 0.22 0.296
H -4.14854 -0.20857 -1.45065 -0.02 0.91 0.25 0.378
H -3.75237 -1.14047 -0.04447 0.35 0.31 0.45 0.338
H -3.50222 2.22973 -0.31018 0.07 -0.23 0.01 0.305
H -3.20157 1.32853 1.24635 -0.66 -0.36 -0.28 0.399
H -1.91100 2.12652 0.54200 -0.49 0.80 -0.56 0.198
C 1.71467 -0.47585 -0.89659 0.66 -1.21 -0.67 0.212
O 0.51490 -0.57854 -0.94584 7.09 -10.40 -0.84 -0.488
N 2.36464 -0.56229 0.25246 1.23 -0.08 1.91 0.075
C 1.72477 -0.80002 1.59511 2.86 -1.04 -0.64 -1.330
C 3.79713 -0.31214 0.25485 0.47 -0.52 0.46 -1.027
H 2.34200 -0.20245 -1.75909 -0.22 -0.19 0.07 0.359
H 2.53233 -1.18270 2.21921 -0.37 -0.26 0.07 0.377
H 0.87850 -1.48382 1.52911 0.18 -0.18 -0.06 0.376
H 1.36473 0.16476 1.95240 3.78 -3.30 2.41 0.647
H 3.99556 0.64773 0.73169 0.40 0.02 -0.27 0.347
H 4.33528 -1.09959 0.78252 -0.24 0.03 0.52 0.348
H 4.24651 -0.43382 -0.73072 -0.42 0.67 -0.20 0.342
```
Positions in Å, forces in eV/Å.

Summary:
LUMO energy (hartree): -0.11022
Total charge: +1
ΔE to the lowest compared entry with this formula, charge and spin (kcal per mole): 305.77
HOMO energy (eV): -11.93
Gap between HOMO and LUMO (eV): 8.9338